# 1
A 2-piece molecular cluster, C5H10ClN4 overall, computed with ωB97M-V with the def2-TZVPD basis set.

E_LUMO = -0.1256 Ha
Largest force on an atom = 0.82 eV/A
Spin multiplicity = 1
Net charge = +1
Highest occupied orbital energy = -13.4 eV

Last column: natural (NBO) charge in e.
Cartesian coordinates (Å):
H -1.599 2.268 0.887  0.275
H 2.407 -1.555 -0.761  0.434
Cl -3.827 -0.268 -0.627  -0.310
H 0.557 -2.429 0.846  0.230
C -0.797 0.268 0.770  0.428
C 1.294 0.129 -0.450  0.690
H 0.490 -2.288 -0.935  0.229
N 1.323 1.470 -0.539  -0.542
N -1.680 -0.238 1.500  -0.653
H 2.135 1.922 -0.937  0.437
H 3.132 -0.099 -1.323  0.431
H 0.357 3.311 -0.294  0.251
C 0.083 -1.919 0.005  -0.441
C -0.768 1.692 0.523  -0.278
N 0.238 -0.477 0.094  -0.384
H -0.984 -2.149 0.004  0.257
N 2.337 -0.563 -0.915  -0.752
H -1.663 -1.228 1.701  0.374
C 0.269 2.255 -0.104  0.040
H -3.306 -0.102 0.554  0.285

# 2
A 2-piece molecular cluster, C13H22ClF4NO2PS overall, computed with ωB97M-V with the def2-TZVPD basis set.

E_LUMO = -0.1467 Ha
Largest force on an atom = 3.90 eV/A
Spin multiplicity = 1
Net charge = +1
Highest occupied orbital energy = -13.2 eV

Last column: natural (NBO) charge in e.
Cartesian coordinates (Å):
H -1.894 5.576 4.062  0.472
C -0.644 -2.847 0.329  0.017
H 1.361 -3.164 1.121  0.268
H -1.212 3.041 0.160  0.219
H -0.915 -1.430 -1.531  0.190
H 0.839 -2.357 -2.241  0.040
N 1.324 -1.188 0.164  -0.573
C -0.102 0.695 1.206  -0.475
C -1.554 1.213 1.344  -0.162
H 0.969 2.657 -3.241  0.221
H 0.070 0.090 2.125  0.243
Cl -1.637 1.974 3.016  -0.070
H -2.331 0.420 1.384  0.240
C 2.520 -0.766 0.908  1.115
C -1.078 -0.821 -0.611  -0.138
F 3.446 -1.770 0.801  -0.305
H 0.476 1.647 -4.617  0.242
C -1.163 -3.901 1.288  -0.082
O -1.565 5.308 3.197  -0.942
H 0.606 1.553 1.261  0.244
H 2.405 -3.331 -0.934  0.050
H 0.372 -1.981 1.997  0.287
C -1.562 -4.666 2.133  -0.124
H 1.736 1.046 -1.391  0.275
C 0.001 0.825 -2.615  0.201
H 0.346 1.947 -0.822  0.270
H -1.920 -5.122 3.052  0.269
H -2.509 1.942 -0.574  0.234
C -2.033 2.313 0.353  -0.659
C 0.651 0.947 -1.200  -0.524
C 0.665 -2.307 0.984  -0.282
H -0.523 -3.353 -0.650  0.216
H -1.418 4.358 3.281  0.465
F 2.348 -0.645 2.238  -0.279
H -1.852 -0.090 -0.902  0.273
F -1.233 1.490 -2.691  -0.366
O -1.586 -1.779 0.350  -0.499
H -2.811 2.908 0.881  0.260
H -0.049 -0.207 -3.019  0.163
H 1.966 1.210 -3.613  0.226
P 1.911 -2.066 -1.369  0.880
S 3.289 -1.194 -2.377  -0.377
C 0.250 -0.128 -0.115  0.177
C 0.934 1.607 -3.607  -0.641
F 3.106 0.347 0.488  -0.261

# 3
C7H17N as an isolated structure, computed with ωB97M-V with the def2-TZVPD basis set.

E_LUMO = 0.0324 Ha
Largest force on an atom = 3.93 eV/A
Spin multiplicity = 1
Net charge = 0
Highest occupied orbital energy = -7.0 eV

Last column: natural (NBO) charge in e.
Cartesian coordinates (Å):
C -1.041 -0.356 0.300  0.411
C 2.196 -0.952 1.059  -0.773
H 0.819 -0.670 1.383  0.328
C -1.897 2.058 0.432  -0.617
H -0.895 2.489 0.462  0.213
H -1.579 0.868 -1.338  0.232
H 2.333 -1.493 -1.009  0.190
C -1.096 -1.717 -0.322  -0.685
C 2.414 -0.655 -0.323  -0.327
H -2.922 0.328 -0.350  0.227
H 2.659 -0.275 1.767  0.198
H 0.324 0.058 -1.768  0.175
H -1.929 -2.278 0.114  0.238
H -2.272 1.960 1.452  0.207
H 1.915 0.724 -2.058  0.200
H -2.541 2.766 -0.086  0.224
C 1.182 0.514 -1.280  -0.689
H -1.248 -1.654 -1.398  0.218
H -0.172 -2.259 -0.130  0.245
H -0.462 0.666 1.871  0.367
N -0.409 -0.247 1.432  -0.676
H 0.971 1.434 -0.737  0.185
C -1.898 0.720 -0.300  -0.486
H 3.279 -0.032 -0.527  0.188
H 2.269 -1.996 1.356  0.208

# 4
C3H7N2O2 as an isolated structure, computed with ωB97M-V with the def2-TZVPD basis set.

E_LUMO (alpha / beta) = -0.2570 / -0.2570 Ha
Largest force on an atom = 6.88 eV/A
Spin multiplicity = 1
Net charge = +1
Highest occupied orbital energy (alpha / beta) = -14.7 / -14.7 eV

Last column: natural (NBO) charge in e.
Cartesian coordinates (Å):
H -0.393 -1.817 0.045  0.374
H 3.683 -0.108 -0.408  0.209
H -2.042 1.319 0.114  0.218
C -2.615 0.420 -0.385  -0.287
H 1.712 -1.404 -0.146  0.232
H -3.633 0.427 -0.034  0.241
N -0.709 -0.886 -0.220  -0.063
C 2.907 0.313 0.017  -0.056
H 3.055 1.325 0.371  0.231
N 0.563 0.030 0.700  0.269
C 1.697 -0.368 0.133  -0.173
O 0.313 1.100 1.215  -0.177
O -1.939 -0.741 0.083  -0.240
H -2.599 0.390 -1.484  0.221

# 5
C10H24ClO3P2Tl as an isolated structure, computed with ωB97M-V with the def2-TZVPD basis set.

E_LUMO = -0.2692 Ha
Largest force on an atom = 4.49 eV/A
Spin multiplicity = 1
Net charge = +2
Highest occupied orbital energy = -13.9 eV

Last column: natural (NBO) charge in e.
Cartesian coordinates (Å):
O 1.390 0.444 0.173  -0.480
H 1.062 -4.302 -1.929  0.249
H -0.274 -0.992 -6.121  0.300
H 1.558 -4.077 0.932  0.250
H -2.302 -2.859 0.095  0.229
C 0.342 -0.132 -5.830  -0.771
P -0.038 2.737 0.009  1.457
H -1.863 4.145 0.531  0.286
H 1.406 -0.355 -5.960  0.294
C -1.379 -3.043 0.660  -0.934
H 2.348 -2.598 0.287  0.250
H 0.569 0.948 3.249  0.201
H -0.704 -4.214 -2.152  0.230
H 0.071 3.955 -2.003  0.295
O -0.491 0.521 1.471  -0.539
H 1.269 -2.475 1.693  0.227
Cl -1.864 0.944 -4.211  -0.290
C -1.701 3.062 0.560  -0.972
C 0.117 0.199 -4.431  0.722
H -0.655 2.357 -2.284  0.264
C 0.066 0.099 2.751  -0.267
H 0.776 -0.728 2.604  0.209
H -0.796 -0.237 3.349  0.232
H 0.823 4.869 0.695  0.287
C 1.137 3.819 0.862  -0.951
H -1.359 -4.084 1.002  0.252
H 0.070 0.738 -6.444  0.311
C 0.146 2.884 -1.749  -0.988
P 0.055 -2.696 -0.427  0.730
H -1.363 -2.362 1.519  0.233
C 0.402 1.041 0.569  0.516
O 0.872 0.298 -3.486  -0.468
Tl -1.340 -0.577 -2.208  0.796
C 1.433 -3.001 0.743  -0.925
H 1.133 3.609 1.952  0.286
H 2.151 3.664 0.458  0.292
C 0.100 -4.242 -1.404  -0.932
H -0.027 -5.115 -0.752  0.248
H -1.845 2.694 1.586  0.300
H -2.415 2.563 -0.110  0.275
H 1.115 2.498 -2.072  0.297

# 6
One molecule with the formula C3H6N2O, computed with ωB97M-V with the def2-TZVPD basis set.

E_LUMO = 0.0293 Ha
Largest force on an atom = 3.66 eV/A
Spin multiplicity = 1
Net charge = 0
Highest occupied orbital energy = -8.8 eV

Last column: natural (NBO) charge in e.
Cartesian coordinates (Å):
C -2.015 0.141 -0.033  0.422
H -0.504 0.793 1.180  0.228
C 2.264 -0.007 -0.056  -0.222
H -2.750 1.028 -0.239  0.126
C -0.588 0.424 0.077  -0.368
H -0.454 -1.635 -0.009  0.398
H 3.317 -0.132 0.045  0.190
N 0.143 -0.846 -0.149  -0.444
O -2.503 -0.981 -0.008  -0.528
H -0.262 1.251 -0.652  0.228
H 1.884 1.031 -0.231  0.151
N 1.468 -1.068 0.076  -0.181

Number 1: molar mass 161.616 g mol⁻¹, E -23824.1633 eV. Number 2: molar mass 398.810 g mol⁻¹, E -62928.6776 eV. Number 3: molar mass 115.220 g mol⁻¹, E -9021.3759 eV. Number 4: molar mass 103.101 g mol⁻¹, E -10285.1519 eV. Number 5: molar mass 494.083 g mol⁻¹, E -52679.6464 eV. Number 6: molar mass 86.094 g mol⁻¹, E -8233.5115 eV.